Below is a cluster of 14 separate species, C32H91ClN5O15 in total at a distorted geometry, with properties calculated with the ωB97M-V functional and the def2-TZVPD basis.

HOMO energy	-0.413	hartree
total charge	+1
HOMO-LUMO gap	0.3444	Ha
spin multiplicity	1
LUMO level	-1.87	eV

Each atom is followed by the atoms it is bonded to, with distances in Å.
Atoms and positions in Å:
1 C -0.8831 -1.4839 3.3575  C2 1.526, H28 1.081, H29 1.078, H30 1.082
2 C -1.8976 -1.3850 2.2224  C1 1.526, C3 1.525, H31 1.081, H32 1.081
3 C -3.2178 -0.7839 2.6921  C2 1.525, C4 1.519, H33 1.081, H34 1.085
4 C -3.0656 0.5828 3.3374  C3 1.519, C5 1.518, H35 1.082, H36 1.082
5 C -2.3667 1.6116 2.4676  C4 1.518, C6 1.513, H37 1.078, H38 1.084
6 C -0.8541 1.5963 2.4476  C5 1.513, C7 1.524, H39 1.087, H40 1.083
7 C -0.0984 1.7721 3.7597  C6 1.524, C8 1.495, H41 1.085, H42 1.078
8 C 1.2026 1.0349 3.7418  C7 1.495, C9 1.534, H43 1.081, H44 1.079
9 C 2.1548 1.5555 2.6576  C8 1.534, C10 1.541, H45 1.079, H46 1.081
10 C 2.1499 0.6385 1.4197  C9 1.541, C11 1.540, H47 1.083, H48 1.078
11 C 3.5125 0.0723 0.9769  C10 1.540, C12 1.477, H49 1.076, H50 1.082
12 C 3.3397 -1.2233 0.2897  C11 1.477, N13 1.322, N23 1.351
13 N 3.9362 -2.3317 0.6934  C12 1.322, C14 1.334
14 C 3.4790 -3.3065 -0.0937  N13 1.334, N15 1.346, N19 1.345
15 N 3.7968 -4.6098 0.0205  C14 1.346, C16 1.431, H51 1.002
16 C 4.6729 -5.1226 1.0294  N15 1.431, O17 1.413, H52 1.083, H53 1.083
17 O 4.2041 -4.7252 2.3014  C16 1.413, O18 1.422
18 O 5.2781 -4.2921 3.1266  O17 1.422, H54 0.968
19 N 2.6294 -2.8150 -1.0139  C14 1.345, N20 1.391, N23 1.382
20 N 1.9464 -3.5496 -1.9784  N19 1.391, C21 1.462, H55 1.009
21 C 2.7450 -3.8734 -3.1595  N20 1.462, C22 1.529, H56 1.084, H57 1.077
22 C 1.9406 -4.8501 -4.0175  C21 1.529, H58 1.083, H59 1.076, H60 1.076
23 N 2.5507 -1.4547 -0.7818  C12 1.351, N19 1.382, C24 1.459
24 C 1.7615 -0.5050 -1.5589  N23 1.459, C25 1.510, H61 1.078, H62 1.074
25 C 1.8857 -0.6252 -3.0589  C24 1.510, C26 1.522, H63 1.083, H64 1.079
26 C 1.0771 0.4989 -3.6897  C25 1.522, Cl27 1.782, H65 1.073, H66 1.079
27 Cl -0.6559 0.1062 -3.5543  C26 1.782
28 H -1.0810 -0.7949 4.1671  C1 1.081
29 H 0.0903 -1.2404 2.9635  C1 1.078
30 H -0.8158 -2.4801 3.7732  C1 1.082
31 H -2.1010 -2.3716 1.8315  C2 1.081
32 H -1.4985 -0.8273 1.3870  C2 1.081
33 H -3.9610 -0.7704 1.9067  C3 1.081
34 H -3.6052 -1.4549 3.4522  C3 1.085
35 H -4.0593 0.9687 3.5233  C4 1.082
36 H -2.6062 0.4510 4.3081  C4 1.082
37 H -2.7413 2.5995 2.6810  C5 1.078
38 H -2.6746 1.4056 1.4486  C5 1.084
39 H -0.5569 2.4163 1.7990  C6 1.087
40 H -0.4826 0.6972 1.9713  C6 1.083
41 H 0.0391 2.8323 3.9456  C7 1.085
42 H -0.6774 1.4014 4.5900  C7 1.078
43 H 1.0219 -0.0247 3.6263  C8 1.081
44 H 1.6799 1.1693 4.7005  C8 1.079
45 H 1.7527 2.5009 2.3282  C9 1.079
46 H 3.1491 1.7236 3.0462  C9 1.081
47 H 1.5069 -0.2083 1.6236  C10 1.083
48 H 1.7241 1.2088 0.6099  C10 1.078
49 H 4.0694 -0.1766 1.8630  C11 1.076
50 H 4.0765 0.7581 0.3582  C11 1.082
51 H 3.4208 -5.2498 -0.6520  N15 1.002
52 H 5.6873 -4.7672 0.8949  C16 1.083
53 H 4.6744 -6.2028 0.9578  C16 1.083
54 H 5.7701 -5.0986 3.3370  O18 0.968
55 H 1.0730 -3.1076 -2.2222  N20 1.009
56 H 2.9530 -3.0094 -3.7808  C21 1.084
57 H 3.6730 -4.3557 -2.9016  C21 1.077
58 H 1.2293 -5.3522 -3.3733  C22 1.083
59 H 2.5668 -5.6088 -4.4528  C22 1.076
60 H 1.3637 -4.3370 -4.7677  C22 1.076
61 H 0.7332 -0.4979 -1.2344  C24 1.078
62 H 2.1667 0.4549 -1.2999  C24 1.074
63 H 2.9161 -0.4939 -3.3655  C25 1.083
64 H 1.4807 -1.5424 -3.4568  C25 1.079
65 H 1.3319 0.6120 -4.7259  C26 1.073
66 H 1.2592 1.4029 -3.1295  C26 1.079
67 C -2.6047 -4.5089 -0.3812  O68 1.429, H69 1.087, H70 1.093, H71 1.090
68 O -1.2797 -4.1065 -0.0292  C67 1.429, H72 0.960
69 H -2.9798 -3.8050 -1.1198  C67 1.087
70 H -2.5972 -5.5123 -0.8143  C67 1.093
71 H -3.2520 -4.4907 0.4960  C67 1.090
72 H -0.9545 -4.7297 0.6244  O68 0.960
73 C 2.5658 -2.3943 4.9652  O74 1.429, H75 1.087, H76 1.092, H77 1.092
74 O 2.3114 -2.3848 3.5586  C73 1.429, H78 0.961
75 H 1.7688 -1.8312 5.4441  C73 1.087
76 H 2.5638 -3.4134 5.3573  C73 1.092
77 H 3.5238 -1.9216 5.1935  C73 1.092
78 H 3.0213 -2.8779 3.1378  O74 0.961
79 C -5.8202 1.4616 0.7055  O80 1.428, H81 1.088, H82 1.093, H83 1.090
80 O -5.1950 2.5264 1.4229  C79 1.428, H84 0.960
81 H -6.0714 0.6816 1.4208  C79 1.088
82 H -6.7370 1.8125 0.2249  C79 1.093
83 H -5.1401 1.0623 -0.0463  C79 1.090
84 H -4.9765 3.2126 0.7880  O80 0.960
85 C 2.7228 4.4106 -3.3096  O86 1.439, H87 1.084, H88 1.093, H89 1.088
86 O 3.7022 3.3856 -3.0657  C85 1.439, H90 0.960
87 H 1.8188 3.9375 -3.6758  C85 1.084
88 H 2.4980 4.9450 -2.3836  C85 1.093
89 H 3.0840 5.1121 -4.0581  C85 1.088
90 H 4.4935 3.8205 -2.7403  O86 0.960
91 C 0.3673 1.5467 7.5986  O92 1.423, H93 1.087, H94 1.093, H95 1.094
92 O 0.0820 0.5329 6.6419  C91 1.423, H96 0.964
93 H -0.2827 2.3921 7.3867  C91 1.087
94 H 0.1726 1.1955 8.6153  C91 1.093
95 H 1.4088 1.8748 7.5287  C91 1.094
96 H 0.6550 -0.2159 6.8422  O92 0.964
97 C -3.1539 -4.3922 4.1261  O98 1.426, H99 1.087, H100 1.091, H101 1.093
98 O -3.8478 -4.6952 2.9172  C97 1.426, H102 0.960
99 H -2.1287 -4.7393 4.0240  C97 1.087
100 H -3.1505 -3.3144 4.2951  C97 1.091
101 H -3.6186 -4.8949 4.9784  C97 1.093
102 H -4.7504 -4.3819 3.0137  O98 0.960
103 C -5.8859 1.8881 -2.8327  O104 1.430, H105 1.085, H106 1.090, H107 1.094
104 O -4.6134 1.5287 -2.2890  C103 1.430, H108 0.966
105 H -6.4590 2.3919 -2.0609  C103 1.085
106 H -5.7527 2.5665 -3.6754  C103 1.090
107 H -6.4273 0.9946 -3.1577  C103 1.094
108 H -4.1255 1.0836 -2.9941  O104 0.966
109 C 5.8097 -2.0037 -4.9759  O110 1.423, H111 1.087, H112 1.096, H113 1.092
110 O 5.4215 -2.8632 -6.0418  C109 1.423, H114 0.960
111 H 5.1132 -1.1691 -4.9570  C109 1.087
112 H 5.7627 -2.5350 -4.0187  C109 1.096
113 H 6.8208 -1.6206 -5.1269  C109 1.092
114 H 6.0363 -3.6001 -6.0714  O110 0.960
115 C -0.2755 6.1740 -5.8608  O116 1.432, H117 1.086, H118 1.091, H119 1.093
116 O 1.0230 5.6851 -5.5050  C115 1.432, H120 0.960
117 H -0.6999 6.6555 -4.9852  C115 1.086
118 H -0.2045 6.9005 -6.6717  C115 1.091
119 H -0.9239 5.3501 -6.1680  C115 1.093
120 H 1.3940 5.2626 -6.2835  O116 0.960
121 C 1.1195 9.4224 -7.6943  O122 1.425, H123 1.087, H124 1.093, H125 1.093
122 O -0.2967 9.5597 -7.7676  C121 1.425, H126 0.960
123 H 1.3300 8.5759 -7.0454  C121 1.087
124 H 1.5447 9.2277 -8.6823  C121 1.093
125 H 1.5805 10.3161 -7.2672  C121 1.093
126 H -0.4946 10.3060 -8.3377  O122 0.960
127 C -4.4459 -1.3974 -5.1297  O128 1.429, H129 1.086, H130 1.092, H131 1.092
128 O -3.8264 -0.3160 -4.4297  C127 1.429, H132 0.962
129 H -4.6792 -2.1652 -4.3983  C127 1.086
130 H -5.3699 -1.0737 -5.6125  C127 1.092
131 H -3.7699 -1.8129 -5.8793  C127 1.092
132 H -3.6139 0.3619 -5.0779  O128 0.962
133 C -4.4472 5.6967 -1.9385  O134 1.423, H135 1.086, H136 1.094, H137 1.093
134 O -4.5445 4.5996 -2.8396  C133 1.423, H138 0.963
135 H -5.1061 6.4798 -2.3029  C133 1.086
136 H -4.7650 5.4120 -0.9308  C133 1.094
137 H -3.4269 6.0873 -1.8947  C133 1.093
138 H -3.9714 3.8944 -2.5202  O134 0.963
139 C 0.2812 -2.8082 9.0781  O140 1.428, H141 1.086, H142 1.092, H143 1.092
140 O 0.4743 -2.2423 7.7812  C139 1.428, H144 0.961
141 H 1.1716 -2.5952 9.6624  C139 1.086
142 H -0.5838 -2.3638 9.5747  C139 1.092
143 H 0.1480 -3.8903 9.0173  C139 1.092
144 H -0.3130 -2.4263 7.2616  O140 0.961